# H26Mg3O33S5

A structure of composition H26Mg3O33S5 in a non-equilibrium geometry (the ωB97M-V functional and the def2-TZVPD basis, OMol25).

Last column: Mulliken charge in e.
Cartesian coordinates (Å):
Mg: -0.42216 2.29997 -2.39034  1.297
Mg: -1.53811 -1.03651 2.47594  0.643
Mg: 2.93668 0.39901 0.92996  1.237
S: -0.07090 -0.05885 -0.33586  0.692
O: -1.07180 -0.57231 0.58976  0.885
O: 0.41160 -1.08230 -1.24475  -0.747
O: -0.75974 0.99403 -1.04953  -0.033
O: 1.07358 0.38779 0.39818  -0.270
S: -2.75157 0.72239 -3.91240  0.958
O: -3.54213 0.49387 -2.74304  -0.562
O: -1.58102 1.54795 -3.59757  -0.463
O: -2.24830 -0.49856 -4.42908  -0.838
O: -3.62455 1.37311 -4.82602  -0.772
S: 3.92266 3.36837 0.05188  1.486
O: 5.34151 3.14165 -0.15220  -0.828
O: 3.39526 3.97493 -1.20585  -0.963
O: 3.22631 2.10699 0.23748  -0.262
O: 3.67841 4.21038 1.20069  -0.750
S: 2.48827 0.98909 4.12504  1.451
O: 2.42869 -0.35367 4.62010  -0.864
O: 1.51903 1.94406 4.63806  -0.842
O: 3.74773 1.64452 4.34366  -0.782
O: 2.25976 0.93888 2.69817  -0.611
S: -3.20271 -3.82428 1.65927  1.107
O: -2.35303 -2.63180 1.92827  -0.260
O: -2.77903 -4.44360 0.44844  -0.669
O: -3.22057 -4.79391 2.72366  -0.822
O: -4.57506 -3.40095 1.55885  -0.772
O: -3.26887 1.32108 -0.25354  -0.573
H: -3.23345 1.98910 0.43109  0.235
H: -2.35464 1.07748 -0.39869  -0.114
O: 3.42237 -0.10486 -0.92960  -0.335
H: 4.03675 0.46353 -1.39405  0.192
H: 3.57446 -0.97490 -1.29857  0.224
O: 0.34527 -1.61609 2.81720  -0.281
H: 0.71853 -2.47556 2.62169  0.159
H: 1.03131 -1.16223 3.30668  0.174
O: -0.67993 -2.42868 -3.13353  -0.842
H: -1.41394 -1.84216 -3.31643  0.483
H: -0.20831 -2.00626 -2.41564  0.317
O: -3.43476 -0.15416 2.34968  -0.437
H: -3.63276 0.19804 3.21742  0.187
H: -4.27916 -0.17122 1.89920  0.221
O: 2.91832 -1.52864 1.61555  -0.492
H: 3.30474 -1.95642 2.37970  0.276
H: 2.42081 -2.22032 1.17932  0.119
O: 3.05129 -2.49312 -2.06857  -0.822
H: 2.11307 -2.48571 -1.87906  0.401
H: 3.12708 -2.06671 -2.92219  0.307
O: -1.98271 3.51866 -1.80137  -0.436
H: -2.15818 4.26447 -1.22760  0.204
H: -2.75934 3.45566 -2.35736  0.223
O: -0.07000 -3.70537 -0.14868  -0.531
H: 0.48503 -3.89517 0.60773  0.305
H: 0.05246 -2.76940 -0.30737  -0.047
O: 0.75104 3.17008 -1.04490  -0.544
H: 0.74317 2.75908 -0.18046  0.027
H: 1.63245 3.53358 -1.12979  0.437
O: 1.12849 1.28659 -3.13045  -0.302
H: 1.30266 0.34711 -3.18752  0.088
H: 1.87035 1.69570 -3.57600  0.221
O: -3.24695 -1.42214 -0.63995  -0.668
H: -3.52509 -2.27785 -0.31341  0.404
H: -2.41148 -1.25831 -0.20248  -0.171
O: -0.81093 0.99661 2.73442  -0.386
H: -1.33968 1.79398 2.70503  0.138
H: 0.09175 1.30405 2.65148  -0.008

Summary:
**Orbital gap**: 4.44 eV
**Net charge**: -4
**LUMO**: 6.827 eV



# C5H14N2O

The molecule C5H14N2O in a non-equilibrium geometry (the ωB97M-V functional and the def2-TZVPD basis, OMol25).

Last column: Mulliken charge in e.
Cartesian coordinates (Å):
C: -1.67730 -0.80607 -0.04624  -0.977
C: -0.41637 -1.16714 0.66583  -0.571
C: 0.78989 -1.01141 -0.21401  -0.075
N: 0.96785 -2.03682 -1.24520  -0.625
C: 0.96692 0.47569 -0.85910  -0.408
N: 1.18889 1.45353 0.14310  -0.313
C: 0.24399 1.84102 1.20448  -0.327
O: -0.97462 2.41703 0.70195  -0.551
H: -2.19801 0.22187 0.31536  0.179
H: -1.73795 -1.03581 -1.19036  0.170
H: -2.47158 -1.43224 0.39329  0.413
H: -0.69771 -2.12530 1.08997  0.417
H: -0.28946 -0.83478 1.77931  0.280
H: 1.74431 -1.22243 0.48510  0.232
H: 2.01491 -1.86764 -1.64428  0.312
H: 0.17491 -1.92568 -1.89108  0.280
H: -0.03625 0.74211 -1.42314  0.181
H: 1.75426 0.50079 -1.66546  0.371
H: 1.50195 2.28191 -0.35461  0.243
H: 0.06662 1.02114 2.02212  0.127
H: 0.57225 2.75297 1.51862  0.410
H: -1.48750 1.75725 0.21435  0.232

Summary:
**Orbital gap**: 9.52 eV
**SMILES**: CC[C@@H](N)CNCO
**LUMO**: 0.854 eV



# C17H30B2ClFN5O3

The ion C17H30B2ClFN5O3 with charge +1 in a non-equilibrium geometry (the ωB97M-V functional and the def2-TZVPD basis, OMol25).

Last column: Mulliken charge in e.
Cartesian coordinates (Å):
C: -3.37813 -2.98955 2.60898  -0.740
O: -2.01419 -3.03869 2.05802  -0.291
C: -1.12855 -2.48438 3.06854  -0.550
C: -0.58400 -1.00697 2.76023  -0.528
C: -0.99437 -0.43098 1.30225  -0.665
C: -0.17474 -1.01264 0.06675  1.053
N: -0.69027 -2.28697 -0.54556  -0.469
C: -0.39612 0.03497 -1.18220  -0.226
B: -1.90610 0.69736 -1.33864  0.306
O: -3.06978 -0.18227 -1.21488  -0.547
N: -2.17451 2.14449 -1.57390  -0.158
C: -2.11894 2.37392 -3.06491  -0.923
C: -3.62226 2.42406 -1.20407  -0.917
C: 0.72409 1.08479 -0.68964  -0.075
C: 0.85148 2.65216 -0.86122  -0.085
C: 0.25396 3.70072 0.14471  -0.191
C: 0.48678 5.20985 -0.20283  -0.564
C: 1.29466 5.51191 -1.49279  -0.170
N: 1.83227 4.58077 -2.43163  -0.525
C: 1.59047 3.21422 -2.10268  -0.067
N: 1.70926 0.46559 0.02187  0.258
Cl: 2.92308 1.46308 0.67846  0.064
C: 1.42462 -0.99222 0.01142  0.101
F: 1.81114 -1.33932 -1.36940  -0.443
B: 2.33389 -2.07647 0.82759  0.657
O: 1.86812 -2.80430 2.00252  -0.274
N: 3.72870 -2.52133 0.43115  -0.081
C: 4.60313 -1.40321 0.01243  -0.802
C: 3.70335 -3.67179 -0.51210  -0.907
H: -3.59063 -1.92305 2.97922  0.338
H: -3.50813 -3.74217 3.47845  0.276
H: -4.17402 -3.24501 1.83080  0.239
H: -1.74752 -2.43437 4.04726  0.420
H: -0.31555 -3.26676 3.26918  0.188
H: 0.53375 -0.85138 2.96709  0.154
H: -1.12086 -0.30635 3.51308  0.523
H: -0.93388 0.72206 1.42433  -0.074
H: -2.13103 -0.64386 1.23159  0.431
H: -0.30613 -3.11422 -0.06381  0.363
H: -1.71277 -2.28037 -0.41142  0.441
H: -0.29766 -0.40739 -2.24991  0.165
H: -2.97717 -0.96162 -1.80624  0.336
H: -2.77386 3.30051 -3.27815  0.346
H: -1.01411 2.56999 -3.32716  0.175
H: -2.54394 1.43733 -3.57753  0.309
H: -4.34202 1.93678 -1.96534  0.311
H: -3.86162 2.08129 -0.12912  0.295
H: -3.85586 3.55098 -1.23781  0.320
H: -0.33417 3.35899 1.06787  0.348
H: 0.09261 6.05844 0.44155  0.352
H: 1.48281 6.62798 -1.71796  0.329
H: 1.99138 2.42996 -2.84916  0.368
H: 2.63618 -2.93520 2.61455  0.273
H: 4.70479 -0.69314 0.92173  0.208
H: 5.67066 -1.82729 -0.13867  0.295
H: 4.25833 -0.82490 -0.91420  0.194
H: 4.77003 -4.12475 -0.56120  0.320
H: 3.01831 -4.52446 -0.18919  0.288
H: 3.49504 -3.28479 -1.57835  0.227

Summary:
**Orbital gap**: 7.27 eV
**Net charge**: +1
**SMILES**: COCCC[C@@]1(N)[C@@H](B(O)N(C)C)C(c2cccnc2)=[N+](Cl)[C@@]1(F)B(O)N(C)C
**LUMO**: -4.497 eV



# C22H59N8O7P2

A cluster of 5 separate species, C22H59N8O7P2 in total in a non-equilibrium geometry (the ωB97M-V functional and the def2-TZVPD basis, OMol25).

Last column: Mulliken charge in e.
Cartesian coordinates (Å):
C: 5.99262 -0.83011 -0.97576  -0.838
C: 4.86590 -0.92706 -2.20704  -0.324
P: 3.27397 -1.67333 -1.45856  0.227
C: 3.56090 -3.59798 -1.37923  -0.996
P: 1.53039 -1.35587 -2.78254  -0.483
C: 0.59794 -0.31296 -1.47233  0.124
C: 0.35231 -1.08702 -0.03703  -0.579
C: -0.74295 -0.21377 0.87774  -0.252
C: -2.30015 -0.48928 0.33165  0.911
C: -3.11668 0.90352 0.59058  -0.566
C: -4.47070 1.11407 -0.30014  -0.735
C: -4.78030 -0.04390 -1.41376  -0.120
C: -3.82500 0.32568 -2.73519  -0.675
C: -3.26811 -1.06625 -3.47758  0.013
C: -4.47449 -2.07927 -3.93493  -0.572
C: -4.07774 -3.67058 -3.93375  -0.487
O: -3.14951 -4.07182 -2.85285  -0.386
C: -3.75557 -3.83808 -1.51870  -0.261
O: 2.21483 0.11880 -3.40726  -0.278
C: 1.29347 0.83223 -4.30430  -0.058
C: 1.67143 2.45441 -4.40734  -0.088
C: 2.93360 2.89454 -3.45805  -0.525
O: 0.48520 3.21943 -3.89797  -0.697
H: 5.56545 -0.15073 -0.10087  0.219
H: 7.04494 -0.43483 -1.36934  0.308
H: 6.08466 -1.92571 -0.54629  0.220
H: 5.34262 -1.56657 -3.08546  0.309
H: 4.67839 0.19872 -2.54686  0.025
H: 3.23210 -4.05666 -0.34382  0.238
H: 4.68673 -3.88507 -1.55076  0.327
H: 2.93382 -4.16781 -2.21360  0.273
H: 2.28723 -2.09151 -3.79918  0.111
H: 0.98971 -2.60182 -2.23077  0.078
H: 0.42428 -1.35404 -3.71242  0.075
H: 1.08491 0.76579 -1.31260  0.100
H: -0.47451 -0.08342 -1.94407  -0.506
H: 1.33913 -1.13775 0.63012  0.359
H: -0.04764 -2.19093 -0.14822  0.121
H: -0.46952 0.92509 0.65610  0.235
H: -0.60730 -0.45473 2.01448  -0.170
H: -2.17653 -0.80493 -0.78797  -0.886
H: -2.73693 -1.32098 1.03369  0.241
H: -2.44201 1.88443 0.50772  0.265
H: -3.46643 0.88140 1.73134  0.174
H: -4.33995 2.15080 -0.87344  0.202
H: -5.39325 1.27072 0.42193  0.303
H: -5.89752 0.04932 -1.82283  0.342
H: -4.63460 -1.14806 -1.04196  -0.029
H: -4.39159 1.03768 -3.50278  0.340
H: -2.83280 0.88989 -2.38545  0.182
H: -2.41046 -1.56907 -2.85102  0.009
H: -2.75328 -0.68203 -4.48129  0.347
H: -4.75142 -1.80591 -5.06289  0.320
H: -5.46671 -1.96383 -3.32515  0.204
H: -5.08884 -4.26559 -3.73309  0.289
H: -3.61695 -3.99664 -4.96046  0.303
H: -4.87177 -3.48437 -1.55678  0.241
H: -3.16987 -3.01092 -0.89466  -0.081
H: -3.72507 -4.89596 -0.96847  0.278
H: 0.16526 0.79312 -3.99622  0.004
H: 1.48642 0.40742 -5.39739  0.080
H: 1.79275 2.80883 -5.53799  0.292
H: 3.99625 2.78853 -3.98462  0.264
H: 2.91915 2.40871 -2.37348  0.116
H: 2.80918 4.06629 -3.26602  0.060
H: 0.41114 2.88744 -2.94034  0.359
C: -1.24781 -0.56004 4.96183  0.623
O: -1.83853 0.35633 4.41256  -0.695
N: -0.17993 -0.36458 5.75630  -0.220
N: -1.61170 -1.84752 4.82176  -0.307
H: 0.31955 -1.10633 6.21715  0.120
H: 0.12699 0.59034 5.88845  0.132
H: -2.41095 -2.03864 4.23185  0.211
H: -1.13776 -2.61587 5.26594  0.179
C: 3.34413 0.58072 5.67732  0.699
O: 2.26217 0.57260 6.24273  -0.684
N: 3.93504 1.71257 5.25366  -0.424
N: 4.04244 -0.54150 5.42709  -0.373
H: 4.82548 1.73938 4.78624  0.155
H: 3.44258 2.58008 5.42237  0.219
H: 3.63314 -1.41571 5.72966  0.213
H: 4.93489 -0.55499 4.96272  0.167
C: 1.71040 7.04161 -3.24053  0.619
O: 2.43710 6.68789 -2.32555  -0.655
N: 1.61307 8.32298 -3.63846  -0.397
N: 0.94166 6.18172 -3.93282  -0.277
H: 1.02032 8.63353 -4.38965  0.151
H: 2.17542 9.00284 -3.14338  0.234
H: 0.98504 5.20711 -3.66531  0.267
H: 0.33684 6.45401 -4.68934  0.169
C: -0.53398 -1.59440 9.24706  0.628
O: 0.56017 -1.70253 8.71647  -0.629
N: -1.64840 -1.28544 8.55977  -0.345
N: -0.72336 -1.77438 10.56667  -0.421
H: -2.55811 -1.19195 8.97900  0.148
H: -1.54974 -1.14165 7.56320  0.201
H: 0.08989 -2.00832 11.12094  0.239
H: -1.61662 -1.68963 11.02184  0.151

Summary:
**Orbital gap**: 4.94 eV
**Net charge**: -1
**LUMO**: 1.988 eV